Entry 1:
35
Properties=species:S:1:pos:R:3 method="wB97M-V/def2-TZVPD" spin_multiplicity=2 total_charge=+1 s_squared=0.759
C -0.570 2.389 1.566
C -1.805 2.579 2.483
O -1.687 3.965 2.757
C -0.411 4.274 2.774
O 0.093 5.346 3.263
O 0.272 3.348 1.994
F -1.645 1.885 3.616
H -0.909 2.507 0.537
H -0.136 1.390 1.616
H -2.753 2.269 2.042
C 2.195 -2.277 -0.791
C 1.092 -1.563 -0.035
O 0.221 -1.083 -1.034
C 0.501 -1.629 -2.216
O -0.226 -1.593 -3.193
O 1.750 -2.251 -2.120
F 1.537 -0.609 0.640
H 2.473 -3.274 -0.449
H 3.049 -1.605 -0.696
H 0.549 -2.272 0.591
C -4.505 0.015 -1.355
C -2.998 0.135 -1.151
O -2.731 -0.027 0.171
C -3.883 0.049 0.836
O -4.059 -0.068 2.070
O -4.950 0.204 -0.040
F -2.627 1.357 -1.558
H -4.767 -1.020 -1.574
H -5.086 0.629 -2.044
H -2.399 -0.511 -1.793
C 6.912 -2.482 -1.241
Br 8.351 -1.985 -2.559
Br 6.872 -4.355 -0.594
Br 5.223 -1.942 -2.102
H 7.057 -1.793 -0.410

Entry 2:
25
Properties=species:S:1:pos:R:3 method="wB97M-V/def2-TZVPD" relative_energy_ev=0.0000 spin_multiplicity=2 total_charge=-1 s_squared=0.751
C 2.210 -0.112 -0.941
C 2.385 -0.936 0.201
C 1.612 -2.126 0.015
H 2.930 -0.670 1.100
C 0.940 -2.017 -1.247
C 1.313 -0.773 -1.834
H 0.970 -0.384 -2.788
H 2.659 0.859 -1.099
H 1.463 -2.903 0.763
H 0.230 -2.720 -1.658
Yb -0.162 -0.514 0.708
Br 0.343 -0.759 3.370
C -1.877 1.593 0.658
C -1.617 1.581 -0.752
C -0.306 2.091 -0.959
H -2.285 1.219 -1.518
C 0.259 2.401 0.319
C -0.721 2.116 1.312
H -0.559 2.164 2.380
H -2.760 1.182 1.142
H 0.194 2.195 -1.911
H 1.270 2.732 0.492
O -3.800 -2.388 1.136
N -2.872 -1.642 0.834
O -1.818 -2.188 0.278

Entry 3:
23
Properties=species:S:1:pos:R:3 method="wB97M-V/def2-TZVPD" relative_energy_ev=1.9752
C 1.781 -0.733 -2.696
C 1.675 0.347 -1.810
C 1.071 -1.901 -2.465
C 0.746 0.268 -0.800
C 0.427 -2.049 -1.281
C 0.163 -0.969 -0.449
C -1.833 1.331 1.324
C -1.989 -0.091 1.497
C 0.486 1.256 2.307
C -0.636 1.947 1.991
O -1.290 -2.684 1.221
P -1.008 -1.304 0.841
Br -1.949 2.006 -0.742
H 2.430 -0.642 -3.504
H 2.130 1.291 -2.097
H 1.401 -2.733 -3.139
H 0.726 1.152 -0.080
H -0.297 -2.958 -1.142
H -2.614 1.810 1.871
H -2.852 -0.339 2.225
H 0.858 0.316 1.845
H 1.281 1.661 2.887
H -0.706 3.018 2.195

Entry 4:
25
Properties=species:S:1:pos:R:3 method="wB97M-V/def2-TZVPD" relative_energy_ev=1.7364 smiles=Clc1nccn1COc1ccccc1.Cl
Cl -1.248 1.707 -1.721
C -0.498 0.326 -2.345
N -1.075 -0.460 -3.209
C -0.210 -1.492 -3.404
C 0.892 -1.276 -2.616
N 0.712 -0.077 -1.924
C 1.592 0.448 -0.852
O 1.425 -0.288 0.362
C 0.553 0.361 1.369
C 0.763 1.589 1.858
C -0.059 2.201 2.711
C -1.166 1.505 3.206
C -1.282 0.128 2.920
C -0.416 -0.425 1.903
H -0.526 -2.210 -4.067
H 1.930 -1.690 -2.670
H 2.745 0.254 -1.099
H 1.422 1.479 -0.725
H 1.615 2.218 1.484
H 0.296 3.207 3.046
H -1.765 1.840 4.092
H -1.901 -0.618 3.482
H -0.704 -1.424 1.635
Cl -1.912 -4.205 -1.811
H -1.184 -3.098 -1.623

Entry 5:
27
Properties=species:S:1:pos:R:3 method="wB97M-V/def2-TZVPD" smiles=Clc1ccccc1Cl.COCc1nncnn1
Cl 3.507 -2.373 1.941
C 2.265 -1.324 2.526
C 2.392 -0.827 3.828
C 1.422 0.030 4.351
C 0.322 0.394 3.575
C 0.190 -0.103 2.277
C 1.158 -0.963 1.749
Cl 0.926 -1.543 0.138
H 3.247 -1.104 4.440
H 1.525 0.413 5.363
H -0.432 1.064 3.980
H -0.673 0.185 1.680
C 1.023 -0.124 -2.649
O 0.719 1.226 -3.172
C -0.286 1.913 -2.308
C -1.636 0.914 -2.307
N -1.935 0.351 -1.028
N -2.955 -0.461 -1.030
C -3.567 -0.621 -2.322
N -3.287 -0.017 -3.598
N -2.265 0.793 -3.584
H 2.112 -0.506 -2.940
H 0.937 -0.032 -1.462
H 0.285 -0.956 -3.078
H 0.101 2.134 -1.225
H -0.615 2.935 -2.805
H -4.479 -1.397 -2.339

Entry 6:
29
Properties=species:S:1:pos:R:3 method="wB97M-V/def2-TZVPD" relative_energy_ev=4.1064 smiles="NC[C@H]1OC(=O)O[C@@H]1c1ccccn1.ClC(Cl)(Cl)Cl"
N 3.010 -0.036 0.173
C 1.520 0.032 0.038
C 0.804 -1.410 -0.039
O 1.699 -2.456 0.505
C 0.891 -3.507 1.078
O 1.256 -4.491 1.741
O -0.489 -3.156 0.766
C -0.450 -1.719 0.894
C -1.824 -0.892 0.636
C -2.913 -1.658 -0.090
C -4.278 -0.985 -0.343
C -4.297 0.448 0.229
C -3.048 1.009 0.888
N -1.773 0.432 1.142
H 3.398 0.594 -0.551
H 3.292 0.322 1.106
H 1.084 0.597 0.942
H 1.295 0.676 -0.896
H 0.740 -1.708 -1.156
H -0.178 -1.394 1.956
H -2.731 -2.726 -0.446
H -5.161 -1.489 -0.848
H -5.244 1.081 0.155
H -3.136 2.101 1.256
Cl 4.420 5.168 -2.667
C 3.307 4.068 -1.827
Cl 3.428 4.325 -0.074
Cl 1.642 4.389 -2.359
Cl 3.736 2.386 -2.209

Entry 7:
26
Properties=species:S:1:pos:R:3 method="wB97M-V/def2-TZVPD" relative_energy_ev=0.8265 smiles=CC(C)(OSC(F)(F)F)c1ccccc1I
C -2.361 1.789 -0.691
C -1.496 0.483 -0.477
C -2.575 -0.651 -0.499
O -0.679 0.247 -1.719
S -0.429 -1.344 -2.248
C -0.086 -0.974 -4.000
F -1.215 -0.553 -4.650
F 0.999 -0.161 -4.009
F 0.478 -2.135 -4.525
C -0.598 0.620 0.852
C -1.003 0.092 2.070
C -0.311 0.254 3.252
C 0.737 1.136 3.348
C 1.177 1.738 2.163
C 0.538 1.454 0.938
I 1.429 2.618 -0.624
H -1.718 2.761 -0.529
H -3.202 1.731 -0.065
H -2.817 1.865 -1.740
H -3.301 -0.412 0.265
H -2.027 -1.632 -0.359
H -3.045 -0.713 -1.412
H -1.913 -0.485 2.051
H -0.780 -0.062 4.208
H 1.215 1.220 4.291
H 2.043 2.326 2.177

Entry 8:
33
Properties=species:S:1:pos:R:3 method="wB97M-V/def2-TZVPD" spin_multiplicity=2 total_charge=+1 s_squared=1.062
Fe 0.049 -0.306 -0.235
S 1.903 1.062 0.822
C 0.918 2.177 0.026
N -0.146 1.722 -0.531
C -0.893 2.734 -1.190
C -2.076 2.557 -1.892
C -2.667 3.672 -2.469
C -2.092 4.920 -2.343
C -0.916 5.101 -1.653
C -0.321 3.979 -1.074
S 1.156 3.876 -0.150
H -2.500 1.565 -1.983
H -3.587 3.569 -3.027
H -2.576 5.772 -2.801
H -0.467 6.081 -1.563
C -2.666 -3.174 3.142
N -2.798 -1.764 2.751
C -4.017 -1.030 3.118
C -1.951 -1.233 1.961
N -1.168 -0.716 1.250
H -2.921 -3.266 4.195
H -1.642 -3.506 2.991
H -3.338 -3.799 2.554
H -4.226 -1.206 4.171
H -4.864 -1.372 2.522
H -3.869 0.034 2.956
F -0.879 -1.278 -1.873
P 0.537 -2.146 -2.317
F 0.278 -1.811 -3.810
F 1.919 -2.816 -2.525
F 0.715 -2.253 -0.605
F 1.257 -0.656 -2.073
F -0.288 -3.466 -2.312

| no. | electronic energy (a.u.) |
| --- | --- |
| 1 | -9085.430924 |
| 2 | -4325.082483 |
| 3 | -3377.558147 |
| 4 | -1492.138554 |
| 5 | -1601.506867 |
| 6 | -2562.901844 |
| 7 | -1457.689677 |
| 8 | -3551.894140 |